(1)
Density functional theory data (ωB97M-V/def2-TZVPD) for a cluster of 7 separate species, C9H16F21N2O11P2S3 in total in a non-equilibrium geometry.

## Properties
HOMO-LUMO gap ... 2.81 eV
Lowest unoccupied orbital energy ... 0.2 eV
Total charge ... -3

The geometry in XYZ format:
```
64
Properties=species:S:1:pos:R:3:forces:R:3
C 2.9604 -9.9396 -3.0695 0.935 0.267 -0.539
C 2.2522 -8.6548 -2.8200 -1.500 -1.397 -0.029
O 1.0859 -8.5462 -2.9938 0.533 1.130 0.331
N 3.0544 -7.4887 -2.2615 -0.127 -0.267 2.017
H 3.9462 -7.7634 -1.8750 0.600 -0.574 -0.628
H 3.2077 -6.7783 -2.9629 0.026 0.362 -0.521
C 2.4041 -6.8035 -1.0271 -0.007 0.796 -1.528
H 2.4002 -10.4754 -3.8357 0.043 0.123 0.078
H 3.0402 -10.5955 -2.2027 -0.047 0.300 0.241
H 3.9595 -9.7084 -3.4389 0.179 -0.347 -0.029
H 1.9850 -7.5099 -0.3105 -0.100 -0.024 -0.510
H 1.7204 -6.1429 -1.5602 -0.610 -0.036 1.032
H 3.1890 -6.2042 -0.5658 -0.063 -0.083 -0.041
C -0.3841 0.6859 1.6626 -1.129 0.165 0.629
C -1.0695 -0.0793 0.5483 2.215 -1.643 1.091
O -1.2742 -1.2740 0.4842 -0.197 3.162 -0.394
N -1.2050 0.7983 -0.6691 -1.443 -0.009 -1.103
H -0.7456 1.6977 -0.6746 1.103 0.100 0.772
H -0.8334 0.3023 -1.4666 0.162 -0.562 -0.418
C -2.6029 1.2641 -1.0310 -0.121 0.467 -1.119
H -0.6815 1.7340 1.6947 -0.509 0.017 -0.033
H 0.6992 0.8018 1.6262 0.149 -0.749 -0.552
H -0.6665 0.2239 2.6086 0.177 0.031 -0.017
H -3.3643 0.5101 -0.8312 0.175 0.328 0.308
H -2.5595 1.4861 -2.0973 -0.083 -0.520 -0.187
H -2.7270 2.2802 -0.6565 -0.433 -0.489 0.897
C -1.3016 -3.0766 -8.1262 0.504 1.787 4.032
F -0.9658 -4.0145 -8.9177 0.703 -2.360 -1.830
F -1.6726 -2.0337 -8.8183 -0.409 1.061 -0.830
F -2.3897 -3.4730 -7.3881 0.342 -0.206 -0.524
S 0.0873 -2.5701 -6.8306 0.661 3.548 -0.897
O 0.6429 -3.8263 -6.3620 -0.036 -0.365 -0.219
O 1.0479 -1.6403 -7.5429 -2.107 -2.782 0.981
O -0.7276 -1.8321 -5.8583 0.401 -0.998 -0.516
C 3.2217 2.1999 8.3228 -2.965 2.524 1.919
F 3.0006 0.9063 8.4799 1.559 -1.298 -0.519
F 4.5115 2.6104 8.2485 -0.794 -1.249 -0.011
F 2.5711 2.5766 7.2287 0.668 -0.078 -1.674
S 2.1376 3.0091 9.6894 0.206 1.292 -0.072
O 0.7372 2.8293 9.3385 0.728 -0.730 -0.332
O 2.5775 2.2804 10.8505 0.276 -0.577 0.808
O 2.5351 4.4019 9.6321 0.407 -0.009 -0.007
C 0.6377 7.1842 2.4521 1.755 1.732 1.250
F 1.9226 6.5490 2.5906 -2.596 1.095 -0.862
F 0.0366 6.8675 1.3191 0.360 -1.061 -0.068
F -0.0677 6.7973 3.5045 -0.316 -1.015 -0.153
S 0.6468 9.0878 2.5882 0.919 2.126 0.285
O 1.1111 9.3608 3.9596 -0.570 -0.757 -1.152
O 1.6378 9.5415 1.5780 -1.753 -0.922 0.829
O -0.7780 9.4742 2.3739 2.189 -1.110 -0.145
P -7.4136 0.0044 4.2881 -1.527 2.677 0.253
F -6.3533 -0.6277 3.2557 0.290 -0.532 0.770
F -6.3588 0.2675 5.5265 -0.281 -0.782 -1.158
F -7.0570 1.4826 3.6946 0.507 -0.039 0.144
F -8.6160 0.6607 5.1382 0.000 1.255 1.961
F -8.5851 -0.0906 3.1918 -0.064 -1.000 -2.191
F -7.8933 -1.3759 4.8951 1.056 -1.676 0.133
P 1.8992 4.6575 -4.9147 0.201 1.137 -1.365
F 1.5609 5.8438 -3.8034 0.398 -1.696 -0.274
F 0.2926 4.4496 -5.2241 0.687 0.014 0.854
F 1.9048 5.9034 -6.0228 0.445 -1.064 0.381
F 2.1907 3.5685 -6.1040 0.004 0.461 0.238
F 3.5264 4.7671 -4.6777 -0.760 0.801 -0.212
F 1.9515 3.4592 -3.8306 -1.013 0.246 0.428
```
Forces are in eV/Å.


(2)
Density functional theory data (ωB97M-V/def2-TZVPD) for a cluster of 2 separate species, C10H13BrN3 in total in a non-equilibrium geometry.

## Properties
Energy above the lowest of the compared OMol25 structures with the same formula, charge and spin ... 0.0 kcal per mole
HOMO-LUMO gap ... 9.39 eV
Lowest unoccupied orbital energy ... -2.8 eV
Total charge ... +1

The geometry in XYZ format:
```
27
Properties=species:S:1:pos:R:3:forces:R:3
C 2.1325 -1.9041 2.0384 0.357 -1.264 1.046
C 2.6867 -0.7553 1.4999 -0.116 0.661 0.915
C 1.4148 -2.8220 1.2342 0.611 1.619 1.042
C 2.4989 -0.4496 0.1520 -0.302 -2.425 0.272
C 1.2229 -2.5865 -0.1052 -0.079 -0.257 -0.377
C 1.8264 -1.4250 -0.6021 -0.291 0.546 -1.632
C 0.2146 2.7161 -0.9887 -0.903 -1.582 0.396
C -1.8914 1.8714 -0.8604 0.965 0.863 -0.425
C -1.0980 0.9964 -0.1904 1.183 2.066 -0.834
C -1.2715 -0.1502 0.6795 -0.514 -0.730 0.332
N -1.0808 2.9553 -1.3735 1.945 -1.216 1.061
N 0.2100 1.5612 -0.2284 0.088 1.700 -1.339
N 1.3497 3.3549 -1.3666 0.028 -0.118 0.759
Br 1.7605 -1.0196 -2.5245 -0.186 -0.351 0.982
H 2.3834 -2.1737 3.1165 -0.667 0.482 -1.560
H 3.2020 -0.0805 2.2069 -0.085 -0.333 -0.737
H 0.9433 -3.6531 1.6870 -0.178 -0.872 0.406
H 3.0160 0.3129 -0.3738 0.316 0.773 -0.195
H 0.6291 -3.3784 -0.6342 0.830 1.352 -0.113
H -2.9360 1.9669 -1.0435 -0.440 -0.437 0.105
H -0.4773 -0.2005 1.3820 0.654 0.410 0.998
H -1.2317 -1.1493 0.3028 -0.144 -0.443 -1.233
H -2.2013 -0.0682 1.1818 -0.848 0.038 0.724
H -1.3431 3.7780 -1.9188 -0.201 -0.684 0.327
H 1.0798 1.1274 0.1454 -1.107 0.194 -0.444
H 1.3009 4.1950 -1.9310 0.036 -0.233 0.271
H 2.1978 3.2151 -0.7906 -0.953 0.244 -0.746
```
Forces are in eV/Å.


(3)
Density functional theory data (ωB97M-V/def2-TZVPD) for a cluster of 14 separate species, C26H31Cl39FN3O4 in total in a non-equilibrium geometry.

## Properties
HOMO-LUMO gap ... 10.45 eV
Lowest unoccupied orbital energy ... -0.3 eV

The geometry in XYZ format:
```
104
Properties=species:S:1:pos:R:3:forces:R:3
C -3.1767 -0.0346 2.8369 -0.350 0.297 -0.104
C -1.9005 -0.0553 3.8618 -1.689 0.343 -0.787
C -0.4828 -0.1244 3.0950 0.018 -1.175 0.965
F -0.6204 -0.3293 1.6445 0.247 0.862 2.335
C 0.5211 1.1016 3.4498 1.638 -0.865 -1.453
C 1.9167 0.7270 2.6900 3.537 -2.313 -0.786
N 2.9660 0.2941 2.2496 -5.978 2.531 2.533
C 0.8390 1.1238 5.0253 -0.614 -0.651 0.572
C 1.4721 -0.2272 5.6138 1.090 0.758 0.921
O 0.5025 -1.2588 5.9741 1.407 -1.427 -1.671
C 1.2739 -2.4979 5.9014 1.927 -0.987 4.264
C 1.3965 -3.3906 4.5680 0.241 0.724 -0.076
O 1.8902 -2.8048 6.9751 -2.779 1.008 -5.113
C 0.0595 2.5303 2.8438 0.642 1.459 -1.028
N -1.2399 2.5140 2.1110 1.391 0.003 -0.329
C 1.1768 3.0124 1.7512 3.090 1.226 -2.295
N 1.9981 3.3581 0.9248 -4.711 -1.780 4.511
C -0.0220 3.7361 3.9208 0.273 1.157 0.344
C -1.3081 3.6842 4.8799 -5.069 0.166 0.059
O -2.5117 3.8300 4.4811 5.819 -0.700 1.057
O -1.1665 3.5132 6.3178 0.902 -0.499 -2.328
H -3.0764 -0.8246 2.0009 -0.047 1.375 1.347
H -3.3225 1.0254 2.3848 0.498 -1.977 0.643
H -4.1720 -0.2641 3.3852 1.845 0.276 -0.610
H -2.0896 -0.9601 4.5533 0.897 1.447 -1.076
H -2.0130 0.9104 4.4879 0.413 -1.576 -0.987
H 0.0296 -1.0975 3.4692 -0.686 1.863 -0.808
H 1.5484 1.9831 5.3503 -1.250 -1.498 -0.895
H -0.1811 1.2669 5.5641 1.886 -0.145 -0.830
H 2.0098 0.0691 6.6029 -0.851 -0.456 -1.694
H 2.2721 -0.7191 4.9598 -1.239 1.152 0.487
H 0.6043 -3.1334 3.7687 1.165 -0.483 1.479
H 2.4342 -3.1510 4.1023 -1.706 -0.367 0.860
H 1.3774 -4.5123 4.8505 0.006 2.174 -0.437
H -1.0635 2.0886 1.1733 -0.375 0.330 1.061
H -1.4809 3.5075 1.9488 -0.059 -0.865 0.078
H -0.1370 4.7087 3.2929 0.011 -1.689 1.092
H 0.9617 3.8925 4.5149 -1.812 -0.558 -0.943
H -1.7718 2.8003 6.6316 0.142 0.941 -0.579
C 5.8217 0.9943 4.6424 0.172 -0.008 -0.106
Cl 5.4857 2.6333 5.2219 -0.038 -0.073 -0.072
Cl 7.4725 0.5141 5.0547 -0.377 0.372 -0.234
Cl 4.6544 -0.1534 5.3134 0.392 0.119 0.002
H 5.7233 0.9872 3.5575 -0.063 -0.043 0.236
C -3.3628 5.4641 8.5328 -0.014 0.080 -0.065
Cl -4.5952 5.7418 7.2943 0.166 -0.056 0.094
Cl -3.1103 6.9254 9.4988 0.022 -0.136 -0.087
Cl -3.8183 4.1038 9.5702 0.087 0.047 -0.100
H -2.4264 5.2163 8.0346 -0.211 0.044 0.094
C -1.9232 -1.7576 -1.2262 0.069 0.060 -0.003
Cl -3.5737 -1.1278 -1.1124 0.140 -0.015 0.024
Cl -1.8447 -3.4115 -0.6007 0.018 0.146 -0.010
Cl -1.3484 -1.6978 -2.8990 -0.088 0.008 0.303
H -1.2739 -1.1297 -0.6174 -0.158 -0.165 -0.090
C 7.7596 -1.8335 1.5055 -0.032 0.074 0.022
Cl 6.1819 -1.0637 1.7320 0.069 -0.152 -0.070
Cl 8.2105 -2.7630 2.9431 -0.001 0.077 -0.146
Cl 7.7438 -2.8724 0.0731 0.027 0.131 0.113
H 8.5040 -1.0525 1.3546 -0.160 -0.153 0.033
C -0.8559 -3.3385 -6.6469 0.045 0.040 0.076
Cl -2.0898 -3.1461 -7.9014 0.096 -0.089 0.029
Cl -0.4093 -1.7665 -5.9682 0.037 -0.161 -0.234
Cl -1.4289 -4.4251 -5.3733 0.069 0.074 -0.119
H 0.0296 -3.7799 -7.1017 -0.216 0.102 0.088
C 7.8739 2.4779 0.0057 -0.120 -0.059 -0.082
Cl 9.5016 1.7819 0.0078 -0.093 0.056 0.014
Cl 6.8504 1.6615 -1.1843 0.115 0.109 0.126
Cl 7.1535 2.3772 1.6187 0.122 0.186 -0.107
H 7.9504 3.5284 -0.2707 -0.005 -0.242 0.084
C -3.9227 -0.4854 -10.1202 0.088 0.037 -0.051
Cl -5.5975 -0.9624 -10.4374 0.145 -0.042 0.039
Cl -2.9268 -0.7148 -11.5655 -0.105 -0.010 0.202
Cl -3.8481 1.1963 -9.5748 0.027 -0.150 0.020
H -3.5290 -1.1212 -9.3269 -0.115 0.202 -0.187
C -0.0803 -7.3973 6.0356 -0.095 0.001 -0.002
Cl -1.7660 -7.8467 5.7395 0.170 0.007 0.055
Cl 0.8901 -7.6251 4.5728 -0.038 0.010 0.126
Cl 0.0278 -5.7229 6.5981 -0.074 -0.313 0.199
H 0.3159 -8.0468 6.8147 -0.081 0.159 -0.181
C -4.1799 4.8425 -11.1352 0.037 0.045 0.053
Cl -2.5051 4.7542 -10.5700 -0.157 -0.051 -0.031
Cl -5.0453 6.1492 -10.3139 0.056 -0.162 -0.074
Cl -4.2332 5.0682 -12.8899 -0.078 -0.065 0.101
H -4.6727 3.9011 -10.8957 0.112 0.197 -0.082
C -9.2391 -0.3578 -9.9135 -0.059 0.034 0.027
Cl -10.4732 -0.1644 -11.1670 0.149 -0.038 0.078
Cl -8.7896 1.2136 -9.2354 0.022 -0.158 -0.082
Cl -9.8118 -1.4443 -8.6394 0.102 0.067 -0.126
H -8.3548 -0.8000 -10.3689 -0.227 0.113 0.104
C 8.6503 -2.3572 7.9800 0.025 0.002 -0.030
Cl 10.3353 -2.4525 8.5136 -0.141 -0.037 -0.018
Cl 7.8030 -1.0544 8.8267 0.039 -0.135 -0.075
Cl 8.5646 -2.1186 6.2288 0.126 -0.400 0.371
H 8.1603 -3.2991 8.2221 0.110 0.223 -0.053
C -2.1304 -8.3329 -4.3782 -0.004 -0.005 0.007
Cl -0.5015 -9.0252 -4.3408 -0.135 0.122 -0.021
Cl -3.1292 -9.1587 -5.5833 0.091 0.126 0.085
Cl -2.8820 -8.4253 -2.7787 0.069 0.065 -0.145
H -2.0512 -7.2827 -4.6599 -0.016 -0.289 0.060
C -3.0474 6.6703 -16.0859 0.016 0.047 -0.015
Cl -4.7215 6.1912 -16.4032 0.146 -0.005 0.077
Cl -2.0502 6.4402 -17.5299 -0.065 -0.016 0.150
Cl -2.9745 8.3523 -15.5414 0.004 -0.186 -0.004
H -2.6537 6.0360 -15.2929 -0.083 0.150 -0.174
```
Forces are in eV/Å.